No. 1
Entry from OMol25: a molecular structure, C4H8N2O (ωB97M-V/def2-TZVPD).

Kohn-Sham gap = 10.32 eV
Energy relative to the best compared isomer or geometry (same formula, charge and spin) = 2.840 eV
E_HOMO = -9.361 eV

Last column: Löwdin charge in e.
Atoms and positions in Å:
C  -0.5392  1.6448  -0.8150  -0.0463
C  0.5415  0.5751  -0.8065  -0.2209
O  1.3137  0.7630  0.4006  -0.0220
C  0.5145  -0.2056  1.0088  -0.4684
N  -0.1916  -0.1388  2.0495  0.1747
C  0.3220  -1.0520  -0.1786  -0.1982
N  -0.6397  -2.1174  -0.1296  0.0527
H  -1.1568  1.5493  0.0837  0.0784
H  -1.1671  1.5950  -1.7060  0.0785
H  -0.0883  2.6508  -0.7777  0.0884
H  1.1716  0.6006  -1.7042  0.1314
H  0.0338  0.6890  2.5948  0.0658
H  1.2488  -1.4353  -0.5976  0.1359
H  -0.1755  -3.0266  -0.1512  0.0803
H  -1.1877  -2.0919  0.7290  0.0696

Force components x, y, z for each atom (eV/Å):
C -0.14 -0.24 -0.03
C -0.38 -0.38 -0.31
O -0.20 -0.07 0.35
C -0.05 0.05 0.37
N 0.76 -0.31 0.01
C 0.24 0.32 -0.14
N -0.13 0.39 -0.17
H -0.07 -0.03 -0.18
H -0.02 -0.11 0.08
H 0.06 -0.47 -0.09
H -0.09 -0.14 0.28
H -0.06 0.12 0.00
H 0.17 0.02 0.33
H -0.16 0.53 -0.22
H 0.07 0.33 -0.26

---

No. 2
Entry from OMol25: C4H8N2O in the gas phase in a non-equilibrium geometry (ωB97M-V/def2-TZVPD).

Kohn-Sham gap = 9.22 eV
Energy relative to the best compared isomer or geometry (same formula, charge and spin) = 6.331 eV
SMILES = [H]/N=N/CC(=C)OC
E_HOMO = -8.159 eV

Last column: Löwdin charge in e.
Atoms and positions in Å:
C  -0.3278  -0.8519  0.4523  -0.0804
C  2.3407  -0.0647  -0.5967  -0.1696
C  -0.0941  0.5084  0.1417  -0.2290
C  -0.5841  1.7197  0.0573  0.0860
O  1.5437  0.2227  0.5343  -0.2206
N  -2.0297  -0.9229  -0.2097  -0.0391
N  -2.8531  -0.8761  0.6862  -0.0154
H  -3.8184  -1.0556  0.3369  0.0581
H  0.1407  -1.6262  -0.1504  0.1069
H  -0.4628  -1.0816  1.5076  0.1136
H  1.8335  0.0915  -1.5606  0.0853
H  2.6686  -1.1117  -0.5780  0.0757
H  3.2231  0.5858  -0.5992  0.0779
H  0.0734  2.5802  0.0110  0.0803
H  -1.6538  1.8824  -0.0325  0.0705

Force components x, y, z for each atom (eV/Å):
C -5.82 -1.05 -1.44
C 0.07 0.02 -0.36
C 5.17 0.00 1.80
C 0.10 -0.22 -0.40
O -2.29 1.92 -0.97
N 1.55 -0.82 0.79
N 0.42 -0.44 0.62
H 0.38 0.49 -0.43
H 0.11 0.33 0.06
H 0.26 0.08 -0.11
H -0.08 0.04 0.25
H 0.05 0.08 0.07
H -0.05 -0.12 0.05
H -0.01 -0.16 0.11
H 0.13 -0.15 -0.05

---

No. 3
Entry from OMol25: 3 unconnected molecules or ions with the total composition C4H8N2O in a non-equilibrium geometry (ωB97M-V/def2-TZVPD).

Kohn-Sham gap = 9.13 eV
Energy relative to the best compared isomer or geometry (same formula, charge and spin) = 4.792 eV
E_HOMO = -8.631 eV

Last column: Löwdin charge in e.
Atoms and positions in Å:
C  1.4639  -1.1171  -0.7191  -0.0740
N  0.4810  -0.8631  0.1704  -0.0843
C  -0.0104  0.4088  0.2830  -0.3644
C  -1.3704  0.5234  0.9399  -0.2141
O  -2.2164  -0.5213  0.4965  -0.0640
C  0.9285  1.4687  0.5054  -0.2175
N  1.6765  2.3401  0.6757  0.1532
H  2.3337  -0.4665  -0.6871  0.0765
H  1.6408  -2.1602  -0.9611  0.0780
H  0.7145  -0.1336  -1.7981  0.0860
H  -0.2671  -1.5498  0.2384  0.1488
H  0.1502  0.4821  -1.4721  0.1157
H  -1.7864  1.5162  0.7293  0.1282
H  -1.3080  0.4131  2.0282  0.1300
H  -2.4304  -0.3407  -0.4295  0.1017

Force components x, y, z for each atom (eV/Å):
C 0.11 -0.02 0.21
N -0.11 0.04 -0.18
C 0.04 -0.04 0.12
C 0.11 0.21 0.17
O -0.11 0.05 -0.25
C 0.58 0.69 0.11
N -0.69 -0.83 -0.17
H -0.16 -0.06 -0.05
H -0.05 0.13 0.02
H -0.06 0.09 -0.03
H 0.16 0.04 0.01
H 0.12 -0.08 -0.01
H 0.07 -0.15 0.03
H 0.01 0.02 -0.12
H -0.03 -0.10 0.14

---

No. 4
Entry from OMol25: C4H8N2O in the gas phase (ωB97M-V/def2-TZVPD).

Kohn-Sham gap (alpha / beta) = 7.90 / 7.91 eV
Energy relative to the best compared isomer or geometry (same formula, charge and spin) = 5.316 eV
E_HOMO (alpha / beta) = -7.172 / -7.172 eV

Last column: Löwdin charge in e.
Atoms and positions in Å:
C  0.4241  -0.2730  1.8198  -0.0696
N  -0.1129  0.4129  0.7588  -0.0762
C  -0.2139  -0.2860  -0.4712  -0.3561
C  -0.6909  0.5914  -1.6091  -0.2534
O  -2.0447  0.9638  -1.4690  -0.0579
C  1.2163  -1.0036  -0.7337  -0.0908
N  1.8395  -1.2403  0.2871  0.0823
H  0.7941  0.3511  2.6314  0.0632
H  -0.1288  -1.1603  2.1252  0.0692
H  2.2733  -1.3048  1.1866  0.0773
H  0.3229  1.3217  0.6306  0.1379
H  -0.8770  -1.1522  -0.3619  0.1469
H  -0.6041  0.0371  -2.5457  0.1222
H  -0.0345  1.4760  -1.6899  0.1234
H  -2.1635  1.2661  -0.5591  0.0817

Force components x, y, z for each atom (eV/Å):
C -0.33 0.12 0.02
N 0.32 -0.03 -0.03
C -0.24 0.00 -0.06
C 0.36 -0.11 -0.11
O -0.12 0.12 0.23
C 0.25 -0.10 0.61
N -0.39 0.17 -0.33
H 0.02 -0.14 -0.16
H 0.17 0.06 -0.09
H 0.12 -0.04 -0.10
H -0.08 -0.06 0.02
H 0.09 0.07 -0.01
H 0.02 0.06 0.13
H -0.11 -0.11 0.03
H -0.08 -0.02 -0.16

---

No. 5
Entry from OMol25: a molecular structure, C4H8N2O in a non-equilibrium geometry (ωB97M-V/def2-TZVPD).

Kohn-Sham gap = 8.32 eV
Energy relative to the best compared isomer or geometry (same formula, charge and spin) = 6.859 eV
E_HOMO = -8.100 eV

Last column: Löwdin charge in e.
Atoms and positions in Å:
C  0.6127  -0.5457  0.6129  -0.2311
C  0.4349  -1.7240  -0.2866  -0.1185
C  0.8719  0.6890  0.1758  -0.1593
C  1.6111  1.7492  -0.0159  0.0094
O  -1.1592  1.2837  -0.5038  -0.1988
N  -1.8113  0.2451  0.7109  0.0480
N  -2.4782  -0.6087  0.2580  0.0895
H  -1.2393  2.1991  -0.1946  0.0462
H  0.5930  -0.7144  1.6829  0.1044
H  -2.4390  -0.8532  -0.7450  0.1071
H  -0.5896  -2.1261  -0.2309  0.0449
H  1.0901  -2.5456  0.0093  0.0704
H  0.6289  -1.4620  -1.3254  0.0790
H  1.2191  2.6719  -0.4183  0.0470
H  2.6550  1.7418  0.2708  0.0619

Force components x, y, z for each atom (eV/Å):
C 0.86 1.01 -0.39
C -0.16 -0.18 -0.06
C 1.71 -2.12 1.39
C -0.62 0.34 -0.20
O -1.59 -0.98 -0.14
N -0.42 1.95 -0.66
N 0.88 -0.48 -0.08
H -0.32 -0.31 0.44
H -0.38 0.13 0.05
H -0.19 0.73 -0.09
H 0.15 0.01 0.00
H 0.04 0.01 -0.08
H 0.07 -0.03 -0.02
H -0.11 0.15 0.14
H 0.08 -0.22 -0.32

---

No. 6
Entry from OMol25: a molecular structure, C4H8N2O (ωB97M-V/def2-TZVPD).

Kohn-Sham gap = 10.20 eV
Energy relative to the best compared isomer or geometry (same formula, charge and spin) = 3.447 eV
E_HOMO = -10.022 eV

Last column: Löwdin charge in e.
Atoms and positions in Å:
C  -0.6698  -0.1314  0.3947  -0.4367
C  0.4989  0.6523  -0.2055  -0.2284
C  -0.7895  -1.5543  -0.1282  -0.0536
N  0.7645  1.8661  0.3249  0.1109
O  -1.8537  0.6244  0.1306  -0.0286
C  2.0305  -0.5648  0.3341  -0.2110
N  2.4919  -0.5133  -0.7384  0.0048
H  -2.1326  0.4660  -0.7799  0.0965
H  -0.5640  -0.1367  1.4811  0.1438
H  0.5199  0.6456  -1.2911  0.1249
H  1.5315  2.3921  -0.0666  0.1173
H  0.6426  1.9729  1.3220  0.1194
H  0.0618  -2.1584  0.1791  0.0629
H  -0.8261  -1.5622  -1.2234  0.0903
H  -1.7058  -1.9985  0.2666  0.0874

Force components x, y, z for each atom (eV/Å):
C -0.06 -0.03 -0.07
C -0.04 0.15 0.39
C 0.06 0.10 0.03
N -0.04 -0.29 0.01
O 0.18 -0.05 -0.04
C -0.72 0.42 -0.31
N 0.32 -0.13 -0.07
H 0.03 -0.04 0.07
H 0.04 0.03 -0.04
H 0.29 -0.22 0.15
H -0.17 -0.02 -0.03
H 0.11 -0.05 -0.08
H -0.05 0.04 -0.02
H -0.04 0.01 0.08
H 0.07 0.06 -0.07

---

No. 7
Entry from OMol25: 2 unconnected molecules or ions with the total composition C4H8N2O in a non-equilibrium geometry (ωB97M-V/def2-TZVPD).

Kohn-Sham gap = 10.77 eV
Energy relative to the best compared isomer or geometry (same formula, charge and spin) = 3.391 eV
SMILES = [H]/N=C\OCC.C#N
E_HOMO = -9.846 eV

Last column: Löwdin charge in e.
Atoms and positions in Å:
C  -1.4059  -0.4177  3.6571  -0.1231
C  0.3242  -0.8520  0.6413  -0.3557
C  0.2890  1.6166  -1.9497  -0.0675
C  0.3940  0.1759  -1.5095  -0.2606
N  -2.3181  -0.7577  3.0844  0.0658
N  0.2078  -2.0353  0.2512  0.1225
O  0.4503  0.2350  -0.0871  -0.0896
H  -0.5139  -0.2906  4.3355  0.0924
H  0.6999  2.1286  -0.9736  0.1172
H  1.1066  1.6942  -2.7578  0.1024
H  -0.6768  2.0291  -2.1159  0.0558
H  1.3608  -0.2299  -1.7730  0.1199
H  -0.4662  -0.3703  -1.8464  0.1189
H  0.0905  -0.6630  1.7138  0.0850
H  0.4579  -2.2628  -0.6702  0.0166

Force components x, y, z for each atom (eV/Å):
C 3.23 0.30 2.71
C -1.48 -0.93 0.69
C 3.93 0.54 1.52
C 0.07 0.55 0.58
N -1.79 -0.34 -1.25
N 0.34 -0.98 1.83
O -0.12 1.29 0.73
H -1.54 0.07 -1.32
H -0.59 -0.29 -2.20
H -1.81 0.72 0.85
H -0.65 0.03 -0.64
H -0.06 -0.46 -0.78
H -0.18 -0.89 -0.07
H 0.57 0.33 -0.94
H 0.08 0.06 -1.68

---

No. 8
Entry from OMol25: C4H8N2O in the gas phase in a non-equilibrium geometry (ωB97M-V/def2-TZVPD).

Kohn-Sham gap = 9.49 eV
Energy relative to the best compared isomer or geometry (same formula, charge and spin) = 3.404 eV
SMILES = C=C[C@@H](N)C(N)=O
E_HOMO = -8.780 eV

Last column: Löwdin charge in e.
Atoms and positions in Å:
C  0.1024  0.1799  -0.7078  -0.3266
C  -1.1330  -0.2467  0.3341  -0.5257
N  -2.0637  0.7692  0.5182  0.1273
N  0.5865  -0.9049  -1.5184  0.0577
C  0.9167  0.4962  0.4602  -0.1907
C  2.1146  0.1334  0.8625  0.0247
O  -1.4113  -1.4331  0.4000  0.0555
H  -0.1894  1.0558  -1.2889  0.1360
H  -1.7473  1.7251  0.4773  0.0956
H  -3.0231  0.5205  0.3230  0.1071
H  -0.0586  -1.0634  -2.2853  0.0785
H  0.5803  -1.7571  -0.9609  0.0842
H  0.0610  0.5138  1.3703  0.1566
H  2.4464  0.2535  1.8822  0.0578
H  2.8185  -0.2421  0.1335  0.0619

Force components x, y, z for each atom (eV/Å):
C -1.16 -1.05 1.31
C -1.80 -1.05 -5.48
N 0.52 -0.49 0.77
N -0.19 0.37 -0.12
C -1.49 -0.32 3.98
C 0.68 0.17 -0.57
O 0.29 1.02 1.08
H -0.14 -0.18 -0.05
H -0.29 -0.13 -0.22
H 0.16 0.20 0.42
H 0.11 -0.01 -0.01
H 0.05 0.14 0.02
H 3.14 1.43 -1.16
H -0.10 -0.12 0.07
H 0.25 0.01 -0.03

---

Number 1: electronic energy -9303.5535 eV. Number 2: electronic energy -9300.0619 eV. Number 3: electronic energy -9301.6015 eV. Number 4: electronic energy -9301.0774 eV. Number 5: electronic energy -9299.5345 eV. Number 6: electronic energy -9302.9459 eV. Number 7: electronic energy -9303.0027 eV. Number 8: electronic energy -9302.9893 eV.